# 1
Below is C42H52N6O3PSV as an isolated structure in a non-equilibrium geometry, with properties calculated with ωB97M-V/def2-TZVPD.

Values from the calculation:
HOMO level (alpha / beta) (eV): -9.87 / -9.21
Frontier orbital gap (alpha / beta) (eV): 7.66 / 6.98
Spin multiplicity: 2
<S²>: 0.764
Net charge: +1
LUMO (alpha / beta) (eV): -2.2 / -2.2

The geometry in XYZ format:
```
106
Properties=species:S:1:pos:R:3:forces:R:3
V 1.98380 -0.95360 0.11309 -0.3494 -0.1785 0.3721
O 3.94278 -1.03304 0.69193 0.2201 0.7127 -0.6183
C 3.94103 -0.09579 -0.20342 -0.5557 -0.6443 -0.1361
O 3.33566 -0.29408 -1.33287 0.4311 0.1699 0.6900
C 4.42300 1.26849 0.16668 -0.0385 -0.1055 0.0511
C 5.76401 1.59564 0.28606 0.0379 0.0277 0.0126
C 6.11497 2.85754 0.74517 -0.0242 0.0311 0.0093
C 5.13194 3.76755 1.11555 -0.0127 -0.0899 -0.0334
C 3.78976 3.42777 1.00589 -0.0109 0.0744 -0.0135
C 3.42469 2.18381 0.50388 -0.1215 -0.1652 -0.0722
P 1.69244 1.59362 0.24162 0.2179 0.4571 -0.2333
C 0.84046 2.48394 1.58264 -0.0616 -0.0290 0.0623
C -0.08319 3.50175 1.38083 -0.0964 0.0326 0.0528
C -0.67867 4.13330 2.46696 0.0364 -0.1011 -0.0245
C -0.36902 3.74565 3.76196 0.0018 -0.0185 -0.0196
C 0.55053 2.72581 3.97435 0.0130 -0.0066 -0.0581
C 1.14995 2.10150 2.88991 0.0378 0.0866 0.0556
C 1.26021 2.43703 -1.32719 0.0811 0.1160 0.1195
C 0.84305 1.69295 -2.42274 0.0035 -0.1726 0.0418
C 0.61583 2.29756 -3.64926 -0.0333 0.1137 -0.0246
C 0.78225 3.66940 -3.78891 -0.0025 -0.0488 0.0298
C 1.19141 4.42897 -2.69911 0.0121 -0.1009 0.0262
C 1.44460 3.81033 -1.48179 -0.0149 0.1492 -0.0240
H 6.52861 0.87111 0.03420 -0.0367 0.0082 0.0077
H 7.15979 3.12569 0.83669 -0.0229 -0.0092 -0.0089
H 5.41213 4.74050 1.49851 -0.0128 -0.0224 -0.0005
H 3.03160 4.13239 1.32852 -0.0053 -0.0246 -0.0107
H -0.35255 3.79767 0.37510 -0.0208 -0.0080 0.0337
H -1.39351 4.92560 2.29775 -0.0509 0.0503 -0.0284
H -0.84012 4.23806 4.60396 0.0308 -0.0173 -0.0298
H 0.81066 2.42828 4.98221 -0.0041 -0.0057 -0.0152
H 1.90628 1.34229 3.07082 -0.0122 0.0038 -0.0363
H 0.70270 0.62527 -2.31546 0.0233 -0.0316 0.0245
H 0.30504 1.69882 -4.49687 0.0144 0.0103 0.0203
H 0.60704 4.14407 -4.74674 0.0011 -0.0099 0.0259
H 1.33514 5.49746 -2.80136 -0.0020 -0.0267 0.0069
H 1.79647 4.41179 -0.65133 -0.0155 -0.0310 -0.0337
C -3.43714 5.20789 -0.40751 -0.0344 -0.0269 0.0547
C -2.65047 5.35511 -1.70714 0.0872 0.0505 0.0781
C -2.90492 4.25662 -2.73312 -0.0692 -0.0296 -0.0770
C -2.50212 2.85863 -2.28134 -0.1089 -0.0094 0.3006
N -3.55242 2.23567 -1.47278 0.3177 -0.1034 -0.0916
C -3.36318 1.25448 -0.56235 0.1100 0.0980 -0.0005
S -1.84246 0.85180 0.06748 -0.3416 0.0840 -0.0963
N -4.49995 0.65160 -0.16802 0.0840 -0.2440 0.1250
C -4.63864 -0.29628 0.93372 0.0359 0.2411 -0.0404
C -5.84657 0.05230 1.79219 -0.0804 -0.0706 -0.0085
C -5.62343 1.21331 2.75818 0.0490 0.0301 0.0790
C -5.25561 2.54858 2.11430 0.0252 0.0504 -0.0657
H -3.23917 6.04461 0.26536 0.0073 -0.0098 -0.0312
H -3.18709 4.28483 0.12227 0.0315 0.0579 -0.0371
H -4.51524 5.19366 -0.59819 0.0633 -0.0120 -0.0054
H -1.57497 5.38154 -1.48972 -0.0632 -0.0210 0.0074
H -2.88711 6.31826 -2.16628 -0.0075 -0.0038 0.0189
H -2.34539 4.48155 -3.64373 0.0194 0.0215 0.0173
H -3.96370 4.26202 -3.02611 0.0470 -0.0268 -0.0017
H -1.59353 2.89187 -1.67872 -0.0285 0.0071 0.0091
H -2.28505 2.22395 -3.13973 0.0051 -0.0752 -0.1162
H -4.49159 2.36449 -1.81751 -0.0166 0.0284 -0.0063
H -5.36351 0.99699 -0.55745 -0.0279 -0.0259 0.0179
H -3.72468 -0.24919 1.52539 0.0127 0.0183 -0.0328
H -4.71957 -1.31031 0.53839 -0.0475 -0.0474 -0.0606
H -6.11543 -0.83836 2.36472 -0.0138 0.0164 0.0181
H -6.70997 0.25866 1.14537 0.0416 -0.0038 0.0189
H -4.83609 0.92800 3.46387 -0.0155 0.0182 -0.0134
H -6.53097 1.33680 3.35338 -0.0018 0.0223 -0.0054
H -4.26797 2.52327 1.64526 -0.0742 -0.0175 0.0705
H -5.23912 3.34451 2.86077 -0.0088 -0.0382 -0.0004
H -5.98397 2.83860 1.34921 0.0271 -0.0261 0.0424
N 3.99558 -11.47151 1.50072 -0.0154 0.0412 -0.0091
C 3.80939 -10.39149 1.15769 -0.0575 0.4599 -0.1528
C 3.57429 -9.02470 0.72335 0.0727 -0.4788 0.2024
C 3.51893 -7.99683 1.65677 -0.0003 0.0579 0.1195
C 3.28933 -6.69478 1.24801 0.0911 -0.0839 0.2237
C 3.10985 -6.42220 -0.09745 -0.1005 0.6160 -0.2789
C 3.16902 -7.43843 -1.03559 -0.0096 -0.2152 -0.0288
C 3.40302 -8.73940 -0.62371 -0.0102 -0.0069 -0.1816
N 2.85896 -5.07363 -0.53453 0.1233 -0.6238 -0.0803
C 2.85223 -4.61406 -1.84009 0.0594 -0.1504 0.1418
C 2.56056 -3.29654 -1.77807 -0.1324 0.2757 0.4228
N 2.36671 -2.93063 -0.44817 0.3674 -0.8243 -0.6891
C 2.56944 -4.01724 0.25230 -0.1450 0.1615 0.1728
H 3.66517 -8.21660 2.70553 -0.0072 0.0090 -0.0138
H 3.27764 -5.90887 1.99116 0.0075 -0.0468 -0.0505
H 3.02732 -7.24006 -2.08686 -0.0197 0.0040 -0.0021
H 3.44962 -9.53645 -1.35363 -0.0044 0.0193 0.0202
H 3.09083 -5.23755 -2.68061 0.0010 0.0055 0.0110
H 2.51608 -2.57844 -2.57844 -0.0066 0.0413 0.0326
H 2.52448 -4.07833 1.32654 -0.0089 0.0227 -0.0500
N 1.06884 -1.29471 2.09237 -0.0841 0.1742 0.1330
H 1.75397 -1.08840 2.81561 -0.0121 -0.0179 -0.0067
H 0.71743 -2.23011 2.27336 0.0462 0.0310 -0.0441
H 0.28464 -0.65820 2.23761 -0.0182 -0.0304 -0.0188
C -1.43436 -3.33705 -2.09149 -0.0393 -0.0194 -0.0142
C -1.27796 -4.19433 -0.82218 -0.0545 -0.0941 -0.0419
C -1.00429 -3.16765 0.26118 0.0996 0.0690 0.0588
O -0.26354 -2.14476 -0.39618 0.0465 0.5640 -0.3648
C -0.87508 -1.96470 -1.69498 0.1917 -0.1795 0.1260
H -2.47737 -3.25190 -2.39166 -0.0134 -0.0078 0.0089
H -0.88640 -3.77009 -2.92594 0.0015 0.0007 -0.0076
H -0.42269 -4.86519 -0.91490 0.0123 0.0026 -0.0126
H -2.15822 -4.79823 -0.60428 0.0231 0.0117 -0.0180
H -0.39663 -3.56665 1.07566 0.0006 0.0071 -0.0175
H -1.92476 -2.74647 0.67824 -0.0420 0.0329 -0.0091
H -0.09929 -1.60501 -2.36996 0.0577 -0.0084 0.0032
H -1.64245 -1.19934 -1.61470 -0.1019 0.0309 0.0269
```
Forces are in eV/Å.

Löwdin population analysis, charges in e, atoms 1 to 5: atom 1 (V): 0.75, atom 2 (O): -0.08, atom 3 (C): -0.63, atom 4 (O): -0.10, atom 5 (C): -0.15

=====

# 2
Below is C42H53BaN12O3S3 as an isolated structure in a non-equilibrium geometry, with properties calculated with ωB97M-V/def2-TZVPD.

Values from the calculation:
HOMO level (eV): -4.54
Frontier orbital gap (eV): 6.64
Net charge: -1
LUMO (eV): 2.1

The geometry in XYZ format:
```
114
Properties=species:S:1:pos:R:3:forces:R:3
Ba 1.26982 -0.30536 -0.47388 -6.5509 0.4873 0.3888
C -1.78845 4.10665 2.86559 0.2907 -0.2584 0.1678
S -0.69381 3.06064 3.86448 0.0732 0.0246 -0.0160
C 0.18752 2.06780 2.63220 -0.1272 -0.0310 -0.2172
S -0.63877 1.62043 1.20352 0.1751 -0.0669 0.0673
N 1.39428 1.84485 3.05541 -0.2968 0.3138 0.9128
N 2.33784 1.04602 2.57008 0.4807 -0.3465 -0.7673
C 2.13030 -0.14091 2.12376 -0.7754 0.4285 0.8978
C 3.22448 -0.97926 1.65958 0.9037 -0.2909 0.4250
C 4.50598 -0.93129 2.20459 -0.0752 -0.0901 0.0370
C 5.49431 -1.71056 1.63818 -0.1051 -0.0428 0.0071
C 5.18069 -2.52690 0.55634 0.0364 0.0742 0.1359
C 3.87092 -2.54362 0.11290 0.0663 -0.3737 -0.1592
N 2.91529 -1.79643 0.65021 0.9249 -0.8795 0.8021
H -2.66857 4.33197 3.46454 -0.0266 -0.0221 -0.0146
H -2.05829 3.54277 1.97525 -0.1232 0.0657 -0.0441
H -1.27088 5.02838 2.60325 -0.0695 0.0099 -0.0798
H 1.13951 -0.59140 2.04759 -0.1688 0.0121 0.4672
H 4.70422 -0.25848 3.02540 -0.0141 0.0253 -0.0091
H 6.50545 -1.66288 2.02154 0.0075 -0.0207 -0.0096
H 5.93293 -3.13524 0.07283 -0.0299 -0.0289 0.0010
H 3.55545 -3.18405 -0.70566 0.0245 0.0266 -0.0137
C -3.71557 -5.35267 2.57603 -0.0422 0.0932 -0.1000
C -3.72733 -3.86064 2.22195 0.0572 -0.1314 0.1464
C -3.24351 -3.00965 3.37423 0.1230 0.0387 -0.1867
C -4.09089 -2.85702 4.46701 -0.0450 -0.0232 0.1394
C -3.71425 -2.13831 5.58542 -0.0177 -0.0231 -0.0115
C -2.45611 -1.55482 5.61151 -0.0449 -0.0540 0.0209
C -1.59517 -1.65326 4.53115 0.1272 0.0278 -0.1047
C -0.24732 -0.99041 4.59267 0.0733 -0.1638 -0.0945
C 0.91145 -1.98826 4.69010 -0.0700 0.1283 0.0257
C -1.98061 -2.37675 3.38128 -0.3751 -0.1340 0.4639
N -1.17440 -2.36136 2.24533 0.4286 0.1868 -0.3436
C -0.79174 -3.45547 1.70062 -0.1553 -0.0421 0.3636
C -0.21116 -3.64604 0.40930 0.2742 -0.3055 -0.2726
C -0.04166 -4.92920 -0.14350 -0.1008 0.0531 0.1227
C 0.37811 -4.74145 -1.45736 0.1024 -0.1069 -0.1018
C 0.45493 -3.35420 -1.62846 0.0676 0.0223 0.0072
N 0.10931 -2.68648 -0.51443 -0.1225 -0.5284 0.1514
H -4.00109 -5.95682 1.71191 -0.0037 -0.0320 0.0304
H -4.41242 -5.56096 3.38973 0.0181 -0.0324 0.0219
H -2.72201 -5.66348 2.90231 -0.0088 -0.0233 -0.0166
H -4.75184 -3.57364 1.96621 0.0126 0.0556 -0.0387
H -3.11000 -3.69699 1.34189 -0.1318 -0.0162 0.0730
H -5.07159 -3.32270 4.43824 0.0064 -0.0078 -0.0406
H -4.39204 -2.02992 6.42330 0.0103 -0.0023 0.0049
H -2.13533 -0.99872 6.48549 0.0062 0.0339 -0.0251
H -0.21550 -0.31501 5.44950 -0.0290 0.0582 -0.0467
H -0.13108 -0.38799 3.69329 0.0107 0.1199 -0.0272
H 0.80877 -2.60388 5.58640 0.0343 -0.0298 -0.0064
H 1.86655 -1.46007 4.73827 0.0030 -0.0252 0.0178
H 0.92825 -2.64388 3.81981 0.0301 -0.0413 0.0057
H -0.95233 -4.40912 2.22783 -0.0523 0.0515 -0.0122
H -0.24465 -5.86540 0.35801 0.0272 0.0038 0.0129
H 0.60609 -5.50457 -2.18669 -0.0249 0.0403 -0.0349
H 0.73814 -2.81579 -2.52646 0.0547 -0.0183 0.0107
C -2.73748 -1.70813 -0.43575 -0.1441 0.3109 -0.1031
N -3.76437 -1.07232 -1.23383 -0.2233 0.0040 -0.0180
C -5.11265 -1.07271 -0.71213 0.0882 0.0984 -0.0118
C -5.81632 -0.12618 -1.67046 -0.0195 -0.0494 0.0043
N -4.74020 0.76239 -2.07459 -0.1011 0.0196 0.1153
C -5.05908 1.68095 -3.14256 0.1026 -0.0361 0.0120
C -3.51267 0.10148 -1.92709 -0.0524 -0.0060 0.0631
N -2.33793 0.41837 -2.29064 0.2476 -0.1094 -0.0489
C -2.00396 1.61319 -3.03341 -0.0770 -0.1590 0.1275
C -0.49540 1.61660 -3.34925 -0.1800 0.3236 0.2239
N 0.25630 2.42602 -2.41536 0.4113 -0.2739 0.0811
C 0.27114 3.69934 -2.40157 -0.0513 -0.1030 -0.1062
N 1.02386 4.40189 -1.49299 0.1103 0.2565 -0.0166
C 1.56612 3.82917 -0.28834 0.0232 -0.1119 0.0029
C 0.76224 5.81573 -1.53874 -0.0784 -0.0577 -0.0090
C 0.14005 5.97276 -2.91912 0.0677 0.0356 -0.0087
N -0.40006 4.65049 -3.18973 -0.1088 0.0780 0.0972
C -0.83316 4.43069 -4.54834 0.0102 -0.1012 0.0695
H -2.92901 -2.78137 -0.39004 0.1017 0.0656 -0.1167
H -2.70978 -1.30387 0.58451 -0.0280 -0.0145 -0.0709
H -1.77084 -1.53774 -0.89271 -0.1392 -0.1022 -0.0262
H -5.14272 -0.68619 0.31700 0.0233 -0.0179 0.0052
H -5.52705 -2.08214 -0.71745 -0.0633 0.0226 0.0259
H -6.62301 0.43948 -1.20064 -0.0124 -0.0278 0.0011
H -6.23046 -0.66963 -2.53331 0.0373 0.0057 -0.0085
H -6.06889 2.05433 -2.96798 0.0071 0.0293 0.0016
H -5.04217 1.20704 -4.13344 0.0111 0.0008 -0.0013
H -4.38125 2.52986 -3.13860 -0.0491 -0.0067 -0.0613
H -2.21587 2.50321 -2.42679 -0.0399 0.0836 -0.1475
H -2.56954 1.68569 -3.97284 0.0428 0.0004 0.0082
H -0.31735 1.90387 -4.39230 0.0388 -0.1240 0.0353
H -0.15148 0.58945 -3.22111 -0.0282 -0.0510 -0.2385
H 1.47443 2.74805 -0.36929 0.0453 0.1814 0.1450
H 1.01130 4.16912 0.59160 -0.0661 -0.0819 -0.0069
H 2.61552 4.08737 -0.18582 0.0129 0.0522 0.0371
H 1.68812 6.38320 -1.42204 -0.0383 0.0536 -0.0144
H 0.07125 6.12527 -0.74069 -0.0174 -0.0420 -0.0134
H 0.90578 6.24726 -3.65975 -0.0214 -0.0429 -0.0229
H -0.65239 6.72302 -2.95039 0.0294 0.0206 -0.0054
H -1.40761 5.30339 -4.86278 -0.0026 -0.0003 -0.0135
H -1.48372 3.56278 -4.61015 -0.0075 0.0663 -0.0751
H 0.00396 4.30207 -5.24814 -0.0011 -0.0073 0.0046
O 4.48892 2.96841 -0.64571 -0.1439 -0.0792 -0.1662
S 4.68595 1.55331 -0.49795 0.8720 0.4920 -0.2348
O 5.32594 1.13084 0.71230 -0.0339 -0.1043 -0.0251
N 3.33741 0.70564 -0.83390 2.7181 1.6787 0.1084
C 3.44812 0.00966 -1.95984 1.2208 0.0392 -1.2431
O 2.55084 -0.70579 -2.42471 0.8549 -0.3796 -1.5519
C 4.78029 0.15891 -2.63633 0.2204 0.0955 -0.0028
C 5.20443 -0.36822 -3.84288 -0.0819 -0.0701 -0.0318
C 6.48190 -0.04765 -4.28376 0.0243 -0.0398 -0.0638
C 7.32202 0.76628 -3.52851 -0.0605 0.0250 0.0801
C 6.89197 1.29053 -2.31540 0.0695 0.0838 0.1250
C 5.61627 0.97502 -1.90311 -0.4200 -0.0867 -0.0059
H 4.54979 -1.00203 -4.42696 -0.0286 0.0069 0.0314
H 6.83008 -0.43029 -5.23487 0.0052 -0.0232 0.0152
H 8.31249 1.00367 -3.89460 0.0083 -0.0188 -0.0019
H 7.51767 1.93027 -1.70630 0.0516 0.0087 -0.0827
```
Forces are in eV/Å.

Löwdin population analysis, charges in e, atoms 1 to 5: atom 1 (Ba): 1.93, atom 2 (C): -0.45, atom 3 (S): 0.77, atom 4 (C): -1.14, atom 5 (S): 0.46

=====

In the order shown, the computed calculated total energy values come out to -105289.58235 -101639.41492 eV.
In the order shown, the computed energy relative to the best compared isomer or geometry (same formula, charge and spin) values come out to 38.8 87.3 kcal/mol.